[1]
Computed, not measured: a gas-phase ion, C4H13N2O (charge +1) at a distorted geometry, with ωB97M-V/def2-TZVPD.

Atoms and positions in Å:
N 0.946 1.264 -1.053
C 0.625 1.795 0.356
C -0.818 1.396 0.683
N -1.161 0.101 0.122
C -0.665 -1.035 0.951
C -0.050 -2.122 0.061
O 0.805 -1.495 -0.896
H 0.698 0.262 -1.091
H 0.446 1.762 -1.758
H 1.952 1.356 -1.173
H 0.727 2.867 0.232
H 1.461 1.454 0.944
H -1.401 2.193 0.229
H -0.981 1.416 1.761
H -2.169 0.029 0.085
H -1.534 -1.452 1.445
H 0.160 -0.699 1.579
H 0.551 -2.742 0.713
H -0.782 -2.794 -0.372
H 1.483 -2.127 -1.140

Summary:
Structure (SMILES): [NH3+]CCNCCO
Relative energy (zero: lowest compared OMol25 entry of this formula, charge and spin) in kcal per mole: 38.9
Maximum force in Eh/bohr: 0.0338
LUMO energy in eV: -3.056
Total charge: +1
Kohn-Sham gap in eV: 10.34
Highest occupied orbital energy in eV: -13.40

***

[2]
Computed, not measured: 2 unconnected molecules or ions with the total composition C4H13N2O at a distorted geometry, with ωB97M-V/def2-TZVPD.

Atoms and positions in Å:
C 0.407 0.234 -1.244
C 0.945 1.094 -0.101
C 1.724 0.294 0.951
C 1.079 -1.492 2.558
N 0.988 -0.931 1.422
N -0.642 -0.734 -0.663
H 1.292 -0.448 -1.657
H 0.041 0.899 -2.170
H 1.648 1.930 -0.384
H -0.058 1.520 0.300
H 2.689 -0.105 0.495
H 1.832 0.957 1.887
H 1.864 -1.134 3.262
H 0.294 -2.318 2.863
H -0.964 -1.342 -1.491
H -0.353 -1.297 0.183
H -1.590 -0.391 -0.365
H -3.815 1.806 -1.502
H -3.914 0.581 -2.607
O -3.466 0.878 -1.738

Summary:
Relative energy (zero: lowest compared OMol25 entry of this formula, charge and spin) in kcal per mole: 70.2
Maximum force in Eh/bohr: 0.0738
LUMO energy in eV: -2.878
Total charge: +1
Kohn-Sham gap in eV: 10.61
Highest occupied orbital energy in eV: -13.49

***

[3]
Computed, not measured: 2 unconnected molecules or ions with the total composition C4H13N2O at a distorted geometry, with ωB97M-V/def2-TZVPD.

Atoms and positions in Å:
C 1.126 -0.704 0.249
C 1.120 0.250 -0.928
C 0.660 1.682 -0.550
C -1.245 2.691 0.396
N -0.741 1.623 -0.084
N -0.216 -0.816 0.945
H 1.785 -0.237 0.977
H 1.368 -1.727 -0.008
H 2.119 0.396 -1.338
H 0.474 -0.029 -1.760
H 1.380 2.217 0.079
H 0.615 2.199 -1.507
H -0.650 3.368 1.020
H -2.234 3.012 0.069
H -0.082 -1.276 1.842
H -0.587 0.142 0.954
H -0.911 -1.380 0.449
H 0.178 -3.881 -0.231
H -1.331 -4.091 -0.364
O -0.665 -3.418 -0.178

Summary:
Relative energy (zero: lowest compared OMol25 entry of this formula, charge and spin) in kcal per mole: 58.5
Maximum force in Eh/bohr: 0.0362
LUMO energy in eV: -3.165
Total charge: +1
Kohn-Sham gap in eV: 10.07
Highest occupied orbital energy in eV: -13.24

***

[4]
Computed, not measured: 2 unconnected molecules or ions with the total composition C4H13N2O, with ωB97M-V/def2-TZVPD.

Atoms and positions in Å:
O -0.955 0.947 -1.244
C -1.179 1.619 -0.272
C -1.569 1.008 1.045
N -1.495 -0.460 0.968
H -1.061 2.714 -0.300
H -0.906 1.392 1.826
H -2.575 1.381 1.265
H -2.098 -0.848 1.688
H -1.936 -0.743 0.094
C 1.772 -0.909 -1.486
C 2.019 -0.393 -0.080
N 1.224 -1.208 0.906
H 2.372 -0.340 -2.186
H 2.055 -1.962 -1.586
H 0.726 -0.808 -1.765
H 3.068 -0.483 0.192
H 1.696 0.642 0.008
H 0.172 -0.995 0.840
H 1.481 -1.007 1.872
H 1.410 -2.197 0.743

Summary:
Relative energy (zero: lowest compared OMol25 entry of this formula, charge and spin) in kcal per mole: 29.8
Maximum force in Eh/bohr: 0.0080
LUMO energy in eV: -3.080
Total charge: +1
Kohn-Sham gap in eV: 10.90
Highest occupied orbital energy in eV: -13.98

***

[5]
Computed, not measured: 2 unconnected molecules or ions with the total composition C4H13N2O at a distorted geometry, with ωB97M-V/def2-TZVPD.

Atoms and positions in Å:
C 2.381 0.989 -0.464
C 1.064 1.229 -1.255
C -0.104 0.579 -0.613
C -0.360 -0.708 -0.501
N -1.588 -1.161 0.064
N -1.280 1.469 -0.344
H 2.425 -0.038 -0.106
H 2.430 1.640 0.408
H 3.229 1.090 -1.132
H 0.957 2.311 -1.327
H 1.254 0.932 -2.292
H 0.384 -1.456 -0.710
H -2.311 -1.508 -0.549
H -1.357 -1.941 0.678
H -1.306 1.754 0.637
H -1.200 2.332 -0.881
H -2.168 1.015 -0.545
H -1.502 -3.101 3.262
H -0.032 -2.840 2.981
O -0.917 -2.588 2.690

Summary:
Relative energy (zero: lowest compared OMol25 entry of this formula, charge and spin) in kcal per mole: 47.2
Maximum force in Eh/bohr: 0.0333
LUMO energy in eV: -3.290
Total charge: +1
Kohn-Sham gap in eV: 10.22
Highest occupied orbital energy in eV: -13.51

***

[6]
Computed, not measured: 3 unconnected molecules or ions with the total composition C4H13N2O2 at a distorted geometry, with ωB97M-V/def2-TZVPD.

Atoms and positions in Å:
C -2.035 -0.789 0.262
N -2.159 -1.208 1.617
C -0.636 -0.166 -0.021
C -0.643 0.790 -1.198
N -0.016 0.370 1.136
C 1.370 0.617 0.923
O 2.018 -0.149 -0.039
H -2.811 -0.074 -0.088
H -2.144 -1.547 -0.535
H -2.747 -2.004 1.743
H -1.230 -1.394 1.994
H -0.057 -1.023 -0.401
H 0.146 0.711 -1.939
H -0.960 1.805 -0.975
H -1.560 0.252 -1.913
H -2.474 0.449 -2.255
H 1.519 1.663 0.568
H 1.879 0.554 1.888
H 5.098 0.340 -0.638
H 3.015 0.110 -0.084
O 4.425 0.690 -0.046

Summary:
Relative energy (zero: lowest compared OMol25 entry of this formula, charge and spin) in kcal per mole: 159.7
Maximum force in Eh/bohr: 0.0432
LUMO energy in eV: 1.477
Total charge: -1
Kohn-Sham gap in eV: 5.14
Highest occupied orbital energy in eV: -3.66

***

[7]
Computed, not measured: 2 unconnected molecules or ions with the total composition C4H13N2O2 at a distorted geometry, with ωB97M-V/def2-TZVPD.

Atoms and positions in Å:
C 0.482 1.378 0.644
C 0.941 0.132 1.428
C -0.331 -0.677 2.030
O -0.997 -1.392 1.119
N -0.544 1.322 -0.394
C -0.070 1.440 -1.746
N 0.166 0.236 -2.591
H 0.134 2.092 1.417
H 1.363 1.967 0.346
H 1.319 -0.613 0.717
H 1.730 0.479 2.136
H 0.152 -1.306 2.859
H -0.981 0.034 2.548
H -1.055 0.424 -0.176
H -0.812 2.060 -2.298
H 0.883 2.035 -1.797
H -0.416 -0.525 -2.308
H 1.107 -0.114 -2.474
H -0.854 -3.179 0.192
H -1.059 -2.434 -0.935
O -1.159 -3.360 -0.718

Summary:
Relative energy (zero: lowest compared OMol25 entry of this formula, charge and spin) in kcal per mole: 27.1
Maximum force in Eh/bohr: 0.0432
LUMO energy in eV: 4.012
Total charge: -1
Kohn-Sham gap in eV: 7.37
Highest occupied orbital energy in eV: -3.36

***

[8]
Computed, not measured: 2 unconnected molecules or ions with the total composition C4H13N2O2 at a distorted geometry, with ωB97M-V/def2-TZVPD.

Atoms and positions in Å:
O 1.401 0.703 0.732
C 0.884 0.345 -0.291
N 0.771 1.216 -1.338
C -0.092 1.294 -2.629
C -0.042 -0.917 -0.416
N -0.698 -1.168 0.893
C -1.630 0.045 1.150
H 1.507 1.931 -1.362
H -0.305 2.350 -2.807
H 0.346 1.072 -3.713
H -1.019 0.760 -2.674
H -0.830 -0.714 -1.166
H 0.471 -1.774 -0.811
H -0.035 -1.356 1.762
H -1.163 -2.143 0.855
H -2.083 -0.123 2.155
H -2.391 0.369 0.414
H -0.904 0.990 1.239
H 1.617 -1.068 3.349
H 2.447 -0.649 2.172
O 1.747 -1.162 2.487

Summary:
Multiplicity: 2
Relative energy (zero: lowest compared OMol25 entry of this formula, charge and spin) in kcal per mole: 61.6
Maximum force in Eh/bohr: 0.1139
LUMO energy (spin up / spin down) in eV: 0.762 / 0.511
Kohn-Sham gap (spin up / spin down) in eV: 3.75 / 10.72
Highest occupied orbital energy (spin up / spin down) in eV: -2.99 / -10.21